{"formula": "C5H7NO", "method": "wB97M-V/def2-TZVPD", "species": ["N", "C", "O", "C", "C", "C", "C", "H", "H", "H", "H", "H", "H", "H"], "xyz": [[-1.48162, -0.16140, -1.95952], [-0.66393, 0.34868, -0.98607], [0.20987, 1.18471, -1.22866], [0.94080, -0.65670, -0.31709], [1.48325, 0.08076, 0.88573], [0.10088, 0.38561, 1.48052], [-0.50443, -0.38305, 0.29483], [-1.12897, 0.04479, -2.88545], [-1.66279, -1.14830, -1.86087], [2.21502, 0.87523, 0.72680], [1.98654, -0.75323, 1.39932], [-0.18090, 1.43714, 1.53263], [-0.08707, -0.07582, 2.45599], [-1.22665, -1.17843, 0.46182]], "forces_ev_per_a": [[0.212, -0.020, 0.033], [0.382, -0.062, -0.165], [-0.477, 0.535, -0.087], [0.351, -0.513, 0.343], [0.083, -0.004, -0.075], [-0.071, 0.125, 0.031], [-0.182, -0.123, 0.043], [-0.051, 0.178, 0.017], [-0.316, -0.025, 0.169], [-0.084, -0.146, -0.017], [0.027, 0.103, 0.149], [0.049, -0.039, -0.055], [-0.014, 0.061, -0.247], [0.092, -0.071, -0.138]], "lumo_energy_ev": 0.672, "orbital_gap_ev": 9.243, "energy_ev": -8831.720, "max_force_ev_per_a": 0.72, "spin_multiplicity": 1, "homo_energy_ev": -8.571}


{"formula": "C19H14BBiF2N14O2S", "method": "wB97M-V/def2-TZVPD", "species": ["Bi", "N", "C", "N", "N", "N", "N", "C", "N", "N", "N", "N", "H", "N", "C", "C", "C", "C", "C", "C", "S", "O", "O", "N", "C", "N", "C", "C", "C", "N", "H", "H", "H", "H", "H", "H", "H", "H", "H", "N", "C", "C", "C", "C", "C", "C", "C", "H", "H", "H", "H", "F", "B", "F"], "xyz": [[-0.13510, 0.73161, -0.27497], [-4.30206, 0.94415, 0.37639], [-3.42021, 0.12524, 1.01439], [-3.76453, -0.73957, 1.98023], [-2.62427, -1.33611, 2.34218], [-1.66321, -0.88149, 1.61225], [-2.12871, 0.03956, 0.75155], [-3.94321, 2.05362, -0.39476], [-4.84971, 2.93136, -0.79380], [-4.12229, 3.83853, -1.48016], [-2.87147, 3.49959, -1.47957], [-2.71018, 2.34698, -0.78715], [-5.24152, 0.94199, 0.73065], [0.64483, -2.56312, -6.76661], [1.15393, -1.66085, -5.81879], [2.50017, -1.69499, -5.45962], [3.00026, -0.81610, -4.51181], [2.15619, 0.10815, -3.91416], [0.82157, 0.18111, -4.29916], [0.32743, -0.69253, -5.25117], [2.71815, 1.15251, -2.59524], [4.13481, 1.35646, -2.76673], [1.85637, 2.30709, -2.61009], [2.35865, 0.36173, -1.22680], [3.08096, -0.72974, -0.85492], [2.80490, -1.16572, 0.39541], [3.43349, -2.23961, 0.82511], [4.36283, -2.92991, 0.05490], [4.57608, -2.41117, -1.21059], [3.96118, -1.33783, -1.68005], [1.16147, -3.42863, -6.79974], [-0.33526, -2.76665, -6.63510], [3.15290, -2.43166, -5.91761], [4.03533, -0.85064, -4.20339], [0.17940, 0.92627, -3.84571], [-0.71670, -0.64499, -5.54014], [3.17333, -2.56457, 1.82948], [4.87382, -3.81208, 0.41300], [5.27575, -2.89060, -1.89321], [-1.82929, -4.76545, -5.29598], [-1.59458, -4.02331, -4.44604], [-1.29903, -3.06540, -3.41365], [-2.18038, -2.00947, -3.17862], [-1.84896, -1.03636, -2.25297], [-0.65248, -1.09564, -1.53260], [0.19567, -2.18270, -1.75272], [-0.11271, -3.15651, -2.68915], [-3.10299, -1.94604, -3.74337], [-2.52730, -0.20200, -2.09421], [1.11860, -2.27008, -1.19530], [0.56696, -3.97978, -2.87438], [0.71999, -1.49046, 2.26122], [0.03725, -0.38611, 1.88210], [-0.20609, 0.49985, 2.90766]], "forces_ev_per_a": [[0.892, 0.225, -0.126], [-0.011, -0.180, -0.011], [-0.033, -0.063, -0.162], [0.228, -0.184, 0.156], [-0.168, 0.049, 0.018], [-0.168, 0.282, 0.008], [-0.227, 0.100, 0.102], [0.038, 0.116, 0.010], [-0.019, 0.041, 0.009], [0.061, -0.073, 0.005], [-0.105, -0.060, 0.015], [-0.196, -0.004, -0.047], [-0.018, 0.022, 0.011], [0.001, 0.009, -0.031], [0.008, 0.013, 0.019], [0.018, -0.007, -0.003], [-0.020, 0.011, 0.019], [-0.058, 0.000, -0.036], [0.057, -0.018, -0.020], [-0.029, 0.016, 0.006], [-0.173, -0.131, 0.203], [0.088, 0.015, -0.034], [0.023, 0.035, -0.019], [0.128, -0.106, -0.213], [-0.073, 0.175, 0.108], [0.126, -0.028, 0.030], [-0.095, 0.094, -0.015], [0.021, -0.010, -0.041], [0.005, -0.015, 0.008], [-0.044, 0.016, 0.006], [0.019, -0.017, 0.000], [-0.036, -0.003, 0.007], [0.005, 0.011, 0.008], [-0.018, -0.002, -0.011], [0.000, -0.018, 0.004], [0.010, 0.003, 0.011], [-0.009, 0.000, -0.008], [0.001, -0.005, -0.003], [0.000, 0.007, 0.003], [0.026, -0.002, -0.003], [-0.002, 0.077, 0.110], [-0.050, -0.051, -0.084], [-0.021, -0.009, -0.040], [-0.040, 0.055, 0.101], [0.206, -0.011, -0.064], [-0.044, 0.052, -0.030], [0.036, -0.025, 0.017], [0.007, 0.011, 0.013], [0.022, -0.025, -0.030], [0.003, -0.013, -0.008], [0.003, 0.014, 0.008], [0.317, -0.083, 0.057], [-1.326, -0.671, -0.185], [0.630, 0.363, 0.153]], "lumo_energy_ev": 4.392, "orbital_gap_ev": 6.980, "charge": -2, "energy_ev": -67676.970, "max_force_ev_per_a": 1.50, "spin_multiplicity": 1, "homo_energy_ev": -2.588}


{"formula": "C4H5NO", "method": "wB97M-V/def2-TZVPD", "species": ["C", "C", "N", "C", "C", "O", "H", "H", "H", "H", "H"], "xyz": [[1.83368, 0.01376, 0.13804], [0.35221, 0.01852, 0.11243], [-0.42241, 1.03560, 0.36565], [-1.67730, 0.51459, 0.20925], [-1.63072, -0.78105, -0.17952], [-0.28350, -1.11213, -0.22744], [2.19715, -0.66686, 0.91142], [2.17568, 1.02802, 0.34765], [2.23325, -0.31860, -0.82528], [-2.60260, 1.07065, 0.25489], [-2.17544, -0.80251, -1.10708]], "forces_ev_per_a": [[0.070, -0.010, 0.061], [0.205, 0.226, 0.168], [0.302, -0.225, 0.657], [-0.152, 0.329, 0.151], [0.113, 1.012, -0.564], [0.016, 0.352, -0.469], [0.031, 0.071, -0.056], [-0.005, -0.180, 0.000], [-0.069, 0.023, 0.149], [0.251, 0.318, 0.076], [-0.761, -1.916, -0.172]], "lumo_energy_ev": 1.027, "smiles": "Cc1ncco1", "orbital_gap_ev": 10.202, "energy_ev": -7765.176, "max_force_ev_per_a": 2.07, "spin_multiplicity": 1, "homo_energy_ev": -9.175}